Molecular formula: C4H18N2O4S
Method: DFT, ωB97M-V/def2-TZVPD

**Molecular weight**: 190.27 g mol⁻¹
**Energy above the lowest of the compared OMol25 structures with the same formula, charge and spin**: 43.74 kJ/mol
**LUMO**: 0.51 eV
**2S+1**: 1

Last column: Löwdin charge in e.
CARTESIAN COORDINATES (ANGSTROEM)
1 N 0.2785 1.6881 -2.0974  0.03
2 C -0.1604 1.2253 -0.7844  -0.44
3 C -1.6388 1.6049 -0.4710  -0.46
4 S -2.7988 0.2076 -0.3266  0.78
5 C 0.8395 1.6991 0.2828  -0.19
6 N 1.2486 0.7491 1.2676  -0.05
7 C 0.3945 0.2626 2.2890  -0.27
8 O -0.6427 -0.6024 1.8473  -0.11
9 H 0.8701 2.5154 -2.0588  0.06
10 H -0.5010 1.9598 -2.7140  0.07
11 H -0.0896 0.1469 -0.7532  0.07
12 H -2.0376 2.2188 -1.2835  0.06
13 H -1.6377 2.1885 0.4475  0.07
14 H -2.5012 -0.1025 0.9398  -0.13
15 H 1.7336 2.0872 -0.2208  0.12
16 H 0.4755 2.6151 0.7941  0.13
17 H 1.9070 0.0639 0.9246  0.10
18 H 1.0289 -0.2949 2.9892  0.13
19 H -0.1201 1.1116 2.7240  0.12
20 H -0.3384 -1.5022 1.6855  0.04
21 O -0.7776 -1.8193 -1.6204  -0.11
22 H -0.7446 -1.4449 -2.5067  0.05
23 H -1.4252 -1.2988 -1.1045  -0.08
24 O -0.0334 -3.1926 0.6978  -0.06
25 H -0.9404 -3.3829 0.9775  0.06
26 H -0.0097 -3.2958 -0.2623  0.03
27 O 2.8637 -1.6332 -0.7042  -0.06
28 H 1.9781 -1.6824 -1.1063  0.03
29 H 2.7793 -2.0920 0.1473  0.04